--- P ---
Molecular formula: C3H10N
Method: DFT, wB97M-V/def2-TZVPD

The geometry in XYZ format:
```
14
C3H10N | the Open Molecules 2025 dataset | wB97M-V/def2-TZVPD
N -1.7455 0.6773 0.9683
H -2.2109 1.4761 0.6411
H -2.0887 -0.2354 0.4455
H -0.6395 0.9702 0.8350
H -1.8236 0.6669 2.0350
C 0.7190 -0.9467 -1.4828
C 0.8035 -0.6032 -0.0428
C 1.2651 0.6115 0.3920
H -0.2315 -0.8229 -1.9753
H 1.4596 -0.3869 -2.0078
H 0.8668 -2.1302 -1.6382
H 0.5923 -1.4135 0.7073
H 1.7132 0.6355 1.3898
H 1.3201 1.5011 -0.2672
```

Values from the calculation:
LUMO in eV: -4.107
Net charge: +1
2S+1: 1

***

--- Q ---
Molecular formula: C3H10N
Method: DFT, wB97M-V/def2-TZVPD

The geometry in XYZ format:
```
14
C3H10N | the Open Molecules 2025 dataset | wB97M-V/def2-TZVPD
C -0.0172 1.3158 1.3992
C -0.7117 0.3685 0.3968
N 0.4146 -0.5553 -0.1756
C 0.2142 -1.0596 -1.5688
H 0.9924 1.5206 1.0413
H -0.5245 2.2886 1.3963
H -0.0196 1.0437 2.4508
H -1.3416 -0.3801 0.8581
H -0.9942 1.0270 -0.4134
H 0.3537 -1.4411 0.3345
H 1.3830 -0.3200 0.0421
H -0.4810 -1.8918 -1.5026
H 1.1532 -1.4904 -1.9263
H -0.1377 -0.3691 -2.3333
```

Values from the calculation:
LUMO in eV: -3.535
Net charge: +1
2S+1: 1
SMILES: CC[NH2+]C

***

Verdict on stability: Q comes out on top.